[1]
# C21H45IN2NbO5S

A structure of composition C21H45IN2NbO5S (wB97M-V/def2-TZVPD, the OMol25 dataset).

Computed properties:
Total charge   -1
HOMO-LUMO gap   7.6 eV
E_LUMO   2.336 eV
2S+1   1
HOMO   -5.22 eV

Geometry (Å):
C 2.95 -3.73 0.59
C 2.25 -2.73 0.37
Nb 1.10 -0.81 0.01
S 1.51 -1.28 -2.42
C 0.97 -0.69 2.25
C 0.38 0.62 2.79
C 1.21 1.10 4.01
I -0.01 1.93 5.58
C 3.04 0.33 0.27
C 3.97 0.50 -0.92
C 5.01 1.60 -0.56
C 4.76 -0.77 -1.27
O 0.02 0.85 -0.37
C 0.28 1.56 -1.56
C -0.28 2.97 -1.42
N -1.73 2.97 -1.15
C -2.18 4.21 -0.50
C -2.72 3.96 0.92
C -1.59 3.70 1.90
O -3.60 2.85 0.92
O -0.60 -1.92 0.05
C -1.63 -1.51 -0.80
C -2.75 -0.69 -0.11
C -2.75 -0.83 1.40
C -4.10 -1.01 -0.80
C -4.90 0.29 -1.02
C -4.92 -2.08 -0.10
H 3.69 -4.48 0.52
H 2.30 -2.36 -2.49
H 1.98 -0.84 2.62
H 0.42 -1.55 2.61
H 0.39 1.43 2.09
H -0.61 0.41 3.17
H 1.83 1.92 3.69
H 1.88 0.34 4.38
H 2.77 1.31 0.68
H 3.62 -0.17 1.05
H 3.49 0.86 -1.82
H 5.71 1.17 0.14
H 5.58 1.92 -1.43
H 4.53 2.45 -0.10
H 5.82 -0.62 -1.08
H 4.69 -0.95 -2.34
H 4.40 -1.66 -0.79
H 1.34 1.67 -1.77
H -0.19 1.11 -2.43
H 0.30 3.46 -0.64
H -0.05 3.50 -2.35
H -2.14 2.99 -2.07
H -1.40 4.97 -0.44
H -3.03 4.58 -1.07
H -3.28 4.84 1.24
H -1.90 3.02 2.68
H -1.24 4.62 2.35
H -0.75 3.28 1.36
H -4.10 2.90 0.11
H -1.29 -0.94 -1.67
H -2.10 -2.41 -1.21
H -2.55 0.35 -0.34
H -2.26 -1.73 1.75
H -2.27 0.04 1.82
H -3.75 -0.83 1.82
H -3.87 -1.39 -1.80
H -5.96 0.08 -1.04
H -4.65 1.00 -0.25
H -4.58 0.71 -1.96
H -5.70 -2.43 -0.77
H -4.31 -2.94 0.14
H -5.37 -1.68 0.79
C 2.14 -5.90 -1.70
N 3.42 -5.28 -2.12
O 4.42 -5.53 -1.47
O 3.38 -4.55 -3.09
H 2.33 -6.52 -0.82
H 1.45 -5.09 -1.47
H 1.78 -6.50 -2.53

---

[2]
# C21H45N2OP3RuS

A structure of composition C21H45N2OP3RuS (wB97M-V/def2-TZVPD, the OMol25 dataset).

Computed properties:
Total charge   +4
HOMO-LUMO gap (spin up / spin down)   8.3 / 4.7 eV
E_LUMO (spin up / spin down)   -11.156 / -15.319 eV
2S+1   5
Energy relative to the best compared isomer or geometry (same formula, charge and spin)   0.00 kcal/mol
HOMO (spin up / spin down)   -19.43 / -19.97 eV

Geometry (Å):
Ru 0.03 0.02 0.19
P 1.84 0.80 1.32
P -1.10 -0.85 1.90
P -1.12 2.02 0.18
H -0.03 1.00 -9.31
C 0.08 2.06 -9.07
C 1.30 2.62 -8.93
H 2.21 2.03 -9.07
C 3.30 -0.24 1.05
C 1.83 1.04 3.12
C 2.37 2.38 0.57
C -2.70 -1.50 1.29
C -0.37 -2.31 2.72
C -1.58 0.15 3.36
C -0.65 3.21 -1.13
C -1.19 3.13 1.64
C -2.88 1.69 -0.22
H -0.83 2.65 -8.98
H 1.42 3.68 -8.72
H 3.34 -0.52 -0.02
H 3.23 -1.15 1.66
H 4.20 0.32 1.32
H 1.61 0.09 3.62
H 1.08 1.79 3.41
H 2.83 1.39 3.43
H 2.45 2.21 -0.52
H 3.35 2.66 0.98
H 1.64 3.18 0.76
H -3.21 -2.05 2.10
H -2.50 -2.19 0.46
H -3.34 -0.69 0.93
H -0.87 -2.48 3.69
H 0.70 -2.16 2.90
H -0.51 -3.20 2.09
H -2.65 0.01 3.57
H -1.39 1.21 3.21
H -1.00 -0.18 4.24
H -1.06 4.21 -0.91
H -1.04 2.87 -2.10
H 0.44 3.28 -1.20
H -1.33 4.16 1.29
H -0.25 3.10 2.22
H -2.03 2.87 2.29
H -3.33 2.61 -0.61
H -3.43 1.36 0.67
H -2.92 0.91 -0.99
C 0.72 0.90 -3.21
C -0.47 0.25 -3.70
C -1.04 0.64 -4.89
C -0.41 1.59 -5.70
C 0.82 2.15 -5.31
C 1.41 1.78 -4.12
O 1.13 0.77 -2.00
H -1.11 -0.41 -0.86
H -0.92 -0.51 -3.05
H -1.99 0.20 -5.21
H -0.85 1.87 -6.66
H 1.32 2.88 -5.96
H 2.36 2.19 -3.79
S 1.19 -1.91 -0.93
C 1.29 -3.33 0.02
N 2.41 -3.66 0.67
C 2.43 -4.74 1.65
C 1.69 -5.93 1.08
C 0.32 -5.57 0.55
N 0.24 -4.19 0.07
H 3.14 -2.95 0.70
H 1.98 -4.41 2.60
H 3.48 -5.00 1.83
H 1.57 -6.69 1.87
H 2.28 -6.38 0.27
H -0.44 -5.70 1.34
H 0.05 -6.23 -0.28
H -0.52 -3.95 -0.56

---

[3]
# C21H46AsCrN7OSb2

A structure of composition C21H46AsCrN7OSb2 (wB97M-V/def2-TZVPD, the OMol25 dataset).

Computed properties:
Total charge   +3
HOMO-LUMO gap (spin up / spin down)   6.6 / 6.8 eV
E_LUMO (spin up / spin down)   -8.388 / -8.223 eV
2S+1   4
Energy relative to the best compared isomer or geometry (same formula, charge and spin)   22.86 kcal/mol
HOMO (spin up / spin down)   -15.03 / -15.04 eV

Geometry (Å):
Cr 0.29 -0.56 0.92
N -1.69 0.33 1.31
C -2.28 -0.18 2.55
C -1.45 -1.26 3.29
N 0.02 -1.31 2.89
C 0.95 -0.55 3.78
C 0.94 0.92 3.41
N 1.01 1.14 1.94
H -1.50 1.37 1.29
H -2.49 0.25 0.67
H -3.27 -0.59 2.37
H -2.47 0.61 3.32
H -1.83 -2.27 3.11
H -1.44 -1.15 4.40
H 0.28 -2.32 2.92
H 2.00 -0.90 3.69
H 0.61 -0.67 4.84
H 1.78 1.42 3.94
H 0.02 1.42 3.76
H 1.97 1.24 1.72
H 0.50 2.00 1.71
C 0.00 -4.41 0.99
Sb -0.75 -2.69 -0.12
C -2.82 -3.14 -0.36
C 0.01 -3.62 -2.03
C -0.63 -2.99 -3.20
C -1.69 -3.70 -3.82
C -2.35 -3.21 -4.92
C -1.97 -1.95 -5.42
C -1.03 -1.22 -4.77
C -0.22 -1.72 -3.77
C 0.92 -0.90 -3.30
Sb 0.07 0.36 -1.70
C 1.33 2.05 -2.13
C -1.75 1.12 -2.73
H -0.28 -4.42 2.07
H 1.08 -4.26 0.93
H -0.35 -5.26 0.45
H -2.93 -4.10 -0.92
H -3.45 -2.41 -0.87
H -3.24 -3.33 0.64
H -0.27 -4.67 -1.99
H 1.10 -3.59 -2.05
H -1.96 -4.67 -3.38
H -3.25 -3.64 -5.30
H -2.42 -1.54 -6.36
H -0.91 -0.18 -5.06
H 1.33 -0.24 -4.09
H 1.71 -1.47 -2.79
H 1.18 2.47 -3.11
H 2.40 1.69 -1.93
H 1.13 2.85 -1.43
H -1.43 1.39 -3.73
H -2.20 1.95 -2.18
H -2.51 0.32 -2.79
N 6.42 -0.37 -0.66
C 5.51 -1.18 -0.03
N 5.96 -2.06 0.88
N 4.24 -0.97 -0.34
C 3.19 -1.17 0.30
N 2.05 -1.11 0.71
H 7.38 -0.67 -0.74
H 6.04 0.24 -1.37
H 6.96 -2.25 0.91
H 5.31 -2.78 1.26
C -2.28 4.83 3.13
As -1.21 4.61 1.52
C 0.26 5.87 1.82
C -2.08 5.27 -0.10
O -0.82 2.96 1.48
H -1.87 4.08 3.78
H -3.33 4.62 2.96
H -2.11 5.83 3.55
H 0.31 6.00 2.92
H -0.19 6.84 1.45
H 1.18 5.49 1.32
H -2.53 4.43 -0.61
H -1.33 5.63 -0.78
H -2.82 6.06 0.02

---

| no. | F_max (Eh/bohr) |
| --- | --- |
| 1 | 0.05807 |
| 2 | 0.07946 |
| 3 | 0.10412 |